Model w:
A 2-piece molecular cluster, C5H11NO5 overall. Source: OMol25; level of theory: ωB97M-V/def2-TZVPD.

The value obtained for the LUMO energy (alpha / beta) is -2.8 / -2.4 eV. For the frontier orbital gap (alpha / beta), the calculation gives 7.76 / 8.25 eV.

Cartesian coordinates (Å):
N -3.95 0.44 2.05
O -4.60 1.49 1.85
O -3.43 -0.19 1.04
O -3.87 -0.04 3.21
C 1.78 0.06 0.79
C 1.09 -0.16 -0.55
C 1.96 0.35 -1.70
C 0.76 -1.64 -0.72
C -0.23 0.65 -0.55
O -1.06 0.10 0.56
O -2.04 0.98 0.81
H 1.12 -0.25 1.62
H 2.72 -0.49 0.89
H 2.03 1.12 0.90
H 1.41 0.23 -2.64
H 2.14 1.42 -1.56
H 2.93 -0.16 -1.79
H 0.29 -1.81 -1.69
H 1.65 -2.28 -0.70
H 0.08 -1.99 0.07
H -0.01 1.71 -0.39
H -0.77 0.48 -1.49



Model x:
One molecule with the formula C5H11NO5. Source: OMol25; level of theory: ωB97M-V/def2-TZVPD.

The value obtained for the LUMO energy is 0.4 eV. For the frontier orbital gap, the calculation gives 10.56 eV.

Cartesian coordinates (Å):
C -0.78 -2.49 0.24
C -0.94 2.14 -0.44
C -0.89 -1.04 0.65
C 0.11 -0.24 -0.20
C 0.29 1.37 0.04
N 1.49 -0.81 0.14
O 1.97 -0.48 1.22
O 2.01 -1.59 -0.63
O -0.18 -0.54 -1.51
O 1.44 1.59 -0.69
O 0.27 1.65 1.41
H 0.13 -2.97 0.59
H -1.55 -3.14 0.77
H -0.77 -2.75 -0.85
H -0.65 2.76 -1.35
H -1.59 1.49 -0.79
H -1.18 2.81 0.44
H -1.90 -0.57 0.49
H -0.58 -0.81 1.62
H 0.59 -0.33 -2.14
H 1.60 2.46 -0.94
H 1.10 1.48 1.92



Relative calculated energies, zero for the most stable structure, unit hartree: model w 0.2511; model x 0.0000.